Below is a gas-phase ion, C4H8NS (charge +1), with properties calculated with ωB97M-V/def2-TZVPD.

Element x y z (Å)
C 1.829 1.556 0.043
C 0.662 1.254 -0.168
C 0.608 -0.881 1.686
C -0.752 1.010 -0.053
N -1.273 0.257 -1.369
S -1.042 -0.188 1.331
H 2.818 1.531 -0.313
H 0.744 -0.618 2.704
H 1.370 -0.228 1.287
H 0.534 -2.009 1.681
H -1.419 1.801 0.073
H -0.700 -0.505 -1.605
H -1.280 0.884 -2.114
H -2.163 -0.034 -1.186

## Properties
Relative energy (zero: lowest compared OMol25 entry of this formula, charge and spin)   2.457 eV
DFT total energy   -609.77966 Eh
LUMO   -0.144 Eh
SMILES string   C#C[C@@H]([NH3+])SC
Gap between HOMO and LUMO   0.3529 hartree
Total charge   +1

Below is a molecular structure, C25H28Cl2F5N4O2Pt, with properties calculated with ωB97M-V/def2-TZVPD.

Element x y z (Å)
Pt -0.001 0.030 -0.932
Cl -7.277 2.401 0.237
C -5.533 2.293 0.088
C -4.722 3.076 0.921
C -3.365 3.002 0.817
Cl -2.384 3.967 1.889
C -2.673 2.147 -0.127
O -1.418 2.102 -0.168
C -3.557 1.373 -0.952
C -3.099 0.455 -1.986
O -1.958 0.245 -2.362
C -4.954 1.457 -0.823
H -5.172 3.735 1.652
H -3.922 -0.094 -2.487
H -5.576 0.842 -1.463
F 2.528 -0.793 -2.145
C 1.245 -0.419 -2.537
F 0.813 -1.457 -3.348
C 1.497 0.735 -3.526
F 0.359 1.145 -4.103
F 2.042 1.794 -2.898
F 2.346 0.393 -4.520
C 1.991 4.408 1.890
C 1.238 4.221 0.586
N 1.317 2.840 0.127
C 1.930 1.820 0.794
N 1.597 0.596 0.531
C 2.322 -0.482 1.178
C 2.812 -0.078 2.555
C 3.651 1.176 2.425
N 2.905 2.184 1.693
C 3.262 3.581 1.830
H 1.388 4.053 2.729
H 2.211 5.465 2.050
H 1.664 4.876 -0.180
H 0.186 4.481 0.703
H 0.481 2.530 -0.355
H 3.170 -0.789 0.551
H 1.654 -1.338 1.246
H 3.395 -0.878 3.013
H 1.950 0.127 3.197
H 4.597 0.945 1.918
H 3.901 1.589 3.406
H 3.891 3.916 0.995
H 3.850 3.682 2.743
C 1.420 -5.094 -2.102
N 0.309 -4.596 -1.314
C -0.822 -4.303 -2.186
C 0.729 -3.397 -0.581
C -0.359 -2.855 0.315
C -0.949 -3.746 1.214
C -1.967 -3.347 2.064
C -2.404 -2.029 2.015
C -1.814 -1.140 1.125
C -0.781 -1.518 0.251
H 1.124 -6.004 -2.628
H 2.261 -5.335 -1.449
H 1.768 -4.361 -2.849
H -1.103 -5.211 -2.723
H -0.588 -3.517 -2.918
H -1.676 -3.972 -1.596
H 1.058 -2.609 -1.265
H 1.598 -3.683 0.023
H -0.607 -4.776 1.218
H -2.415 -4.054 2.753
H -3.201 -1.691 2.668
H -2.164 -0.113 1.119

## Properties
DFT total energy   -2878.02274 Eh
LUMO (alpha / beta)   0.092 / 0.092 Eh
Gap between HOMO and LUMO (alpha / beta)   0.2326 / 0.2763 hartree
Total charge   -1
Spin multiplicity   3

Below is a molecular structure, C21H27O2SiSn, with properties calculated with ωB97M-V/def2-TZVPD.

Element x y z (Å)
C 0.665 -2.751 1.316
C -0.617 -2.842 0.686
C -0.498 -2.446 -0.684
H -1.514 -3.202 1.163
C 0.910 -2.088 -0.931
C 1.606 -2.249 0.356
H 2.676 -2.089 0.536
H 0.907 -3.090 2.331
H -1.229 -2.582 -1.471
H 1.373 -1.971 -1.923
C -0.700 2.839 -1.114
C -0.452 2.229 0.187
C 1.018 1.955 0.222
H -1.099 2.239 1.060
C 1.542 2.381 -1.067
C 0.487 2.846 -1.887
H 0.569 3.188 -2.914
H -1.618 3.390 -1.418
H 1.572 1.786 1.156
H 2.607 2.414 -1.338
Sn -0.041 -0.015 -0.363
O -0.893 -0.259 -2.065
C -1.827 -0.579 -3.143
C -0.793 -1.045 -4.112
H -2.534 -1.449 -2.940
H -2.304 0.363 -3.452
H -0.433 -2.065 -4.002
H 1.033 -1.849 -5.889
C 0.655 -0.830 -6.070
C -0.174 -0.225 -5.064
C -0.617 1.107 -5.300
H -1.213 1.565 -4.512
C -0.256 1.754 -6.478
H -0.594 2.774 -6.606
C 0.556 1.182 -7.443
H 0.819 1.716 -8.383
C 1.017 -0.142 -7.224
H 1.701 -0.578 -7.962
C 1.528 -0.612 4.009
Si -0.191 -0.079 3.394
C -1.418 -1.274 4.133
C -0.529 1.585 4.261
O -0.433 0.029 1.794
H 1.585 -0.709 5.128
H 2.340 0.109 3.746
H 1.863 -1.577 3.599
H -1.441 -1.450 5.215
H -2.431 -0.982 3.816
H -1.331 -2.270 3.665
H 0.137 2.392 3.923
H -1.529 1.954 3.976
H -0.477 1.618 5.359

## Properties
Relative energy (zero: lowest compared OMol25 entry of this formula, charge and spin)   0.000 eV
DFT total energy   -1470.28894 Eh
LUMO   -0.224 Eh
Gap between HOMO and LUMO   0.1835 hartree
Total charge   +1

Below is a gas-phase ion, C2H2N3S2 (charge -1), with properties calculated with ωB97M-V/def2-TZVPD.

Element x y z (Å)
C 0.896 -0.431 0.988
C -0.082 1.216 -0.035
N 0.776 0.834 0.931
N -0.594 0.125 -0.680
N -0.176 -1.057 -0.187
S -0.374 -2.545 -0.837
S -0.544 2.763 -0.439
H 1.408 -1.092 1.644
H -1.310 0.188 -1.386

## Properties
Relative energy (zero: lowest compared OMol25 entry of this formula, charge and spin)   1.370 eV
DFT total energy   -1038.04308 Eh
LUMO (alpha / beta)   0.136 / 0.136 Eh
SMILES string   S=c1ncn([S-])[nH]1
Gap between HOMO and LUMO (alpha / beta)   0.2345 / 0.2344 hartree
Total charge   -1

Below is a molecular structure, C6H12BrMgN2, with properties calculated with ωB97M-V/def2-TZVPD.

Element x y z (Å)
C -0.375 -0.511 -2.789
Mg 0.006 -1.473 -0.917
N -1.032 -2.492 0.690
H 1.028 -2.857 -1.440
H -0.298 -2.618 1.396
H -1.125 -1.223 -2.273
H -0.078 -0.961 -3.742
H 0.560 -0.253 -2.257
H -0.888 0.424 -2.988
H -1.776 -1.952 1.130
H -1.391 -3.424 0.473
Br 1.537 1.038 4.034
C 0.932 1.278 2.246
C 0.701 2.562 1.745
C 0.180 2.677 0.451
C -0.104 1.525 -0.281
N 0.179 0.284 0.182
C 0.693 0.152 1.438
H 0.912 3.428 2.361
H -0.013 3.650 0.002
H -0.553 1.598 -1.269
H 0.905 -0.853 1.810

## Properties
DFT total energy   -3119.33026 Eh
LUMO (alpha / beta)   0.104 / 0.105 Eh
Gap between HOMO and LUMO (alpha / beta)   0.0964 / 0.0970 hartree
Total charge   -1

Below is 2 unconnected molecules or ions with the total composition C10H13O2, with properties calculated with ωB97M-V/def2-TZVPD.

Element x y z (Å)
C 1.659 -0.169 1.717
C 2.081 -0.522 0.289
C 1.619 1.353 1.970
O 2.730 1.913 2.030
O 0.483 1.885 1.978
H 0.746 -0.707 2.008
H 2.359 -0.648 2.404
H 1.283 -0.393 -0.437
H 2.601 -1.479 0.241
H 2.846 0.193 0.036
C -1.875 0.599 0.810
C -1.308 -2.197 -1.653
C -1.044 -1.512 -2.823
C -1.592 -1.543 -0.472
C -1.561 -0.131 -0.443
C -1.024 -0.144 -2.814
C -1.219 0.531 -1.620
H -1.391 -3.270 -1.722
H -0.756 -2.045 -3.730
H -1.588 -1.947 0.541
H -0.564 0.315 -3.680
H -1.051 1.260 1.118
H -1.980 -0.041 1.701
H -1.290 1.600 -1.581
H -2.766 1.233 0.771

## Properties
Relative energy (zero: lowest compared OMol25 entry of this formula, charge and spin)   0.527 eV
DFT total energy   -539.37270 Eh
LUMO   0.124 Eh
Gap between HOMO and LUMO   0.2770 hartree
Total charge   -1

Below is a molecular structure, C26H48CrO2P2, with properties calculated with ωB97M-V/def2-TZVPD.

Element x y z (Å)
Cr 0.024 -0.110 0.036
C -0.671 1.751 -1.578
C 0.750 1.338 -1.783
C -0.644 -0.516 -2.184
C -1.483 0.589 -1.772
C 0.735 -0.109 -2.157
C -1.094 3.146 -1.338
H -0.487 3.858 -0.796
H -2.038 3.276 -0.794
H -1.132 3.685 -2.291
C -2.976 0.591 -1.992
H -3.400 1.582 -1.900
H -3.499 -0.079 -1.316
H -3.174 0.236 -2.999
C -1.197 -1.637 -3.006
H -1.583 -1.225 -3.943
H -2.035 -2.144 -2.533
H -0.460 -2.387 -3.275
C 1.923 -0.818 -2.763
H 2.695 -0.123 -3.101
H 1.621 -1.396 -3.634
H 2.394 -1.510 -2.066
C 2.028 2.231 -1.927
H 2.062 2.589 -2.963
H 2.987 1.773 -1.654
H 1.999 3.249 -1.505
C -0.412 0.343 2.217
C 0.095 1.657 1.664
C 1.487 2.084 1.919
C 2.604 0.961 1.551
C 2.212 -0.034 0.622
C 1.498 -1.263 1.013
C 1.212 -1.516 2.481
C 0.481 -0.351 3.171
H 1.658 2.555 2.868
H 2.992 0.588 2.550
H 1.836 2.980 1.356
H 1.196 0.308 3.691
H -1.449 0.251 2.337
H -0.612 2.302 1.289
H -0.157 -0.753 3.963
H 0.593 -2.409 2.603
H 1.926 -2.135 0.535
H 2.146 -1.726 3.018
H 3.455 1.497 1.062
H 2.797 -0.203 -0.289
P -5.871 1.171 0.315
C -7.308 2.064 -0.428
H -7.988 2.336 0.382
H -7.829 1.420 -1.137
H -6.974 2.967 -0.939
C -6.881 -0.144 1.129
H -7.720 0.336 1.637
H -6.288 -0.705 1.852
H -7.264 -0.837 0.377
C -5.668 2.323 1.743
H -6.648 2.469 2.200
H -5.290 3.283 1.387
H -4.974 1.921 2.482
P -1.156 -5.187 -2.088
C 0.199 -5.911 -3.118
H 0.124 -7.001 -3.067
H 1.175 -5.597 -2.739
H 0.109 -5.589 -4.159
C -0.878 -6.184 -0.562
H -0.851 -7.237 -0.844
H -1.707 -6.018 0.127
H 0.055 -5.909 -0.073
C -2.551 -6.229 -2.710
H -2.321 -7.275 -2.500
H -2.701 -6.096 -3.782
H -3.469 -5.953 -2.187
C 4.444 3.410 0.458
O 3.270 2.894 0.031
C 1.396 1.787 -0.411
O 0.837 2.879 0.051
H 4.387 4.512 0.522
H 5.270 3.124 -0.216
H 4.710 3.051 1.479

## Properties
Relative energy (zero: lowest compared OMol25 entry of this formula, charge and spin)   9.706 eV
DFT total energy   -2896.31085 Eh
LUMO (alpha / beta)   -0.159 / -0.159 Eh
Gap between HOMO and LUMO (alpha / beta)   0.2053 / 0.1939 hartree
Total charge   +1
Spin multiplicity   4

Below is 2 unconnected molecules or ions with the total composition C6H9N, with properties calculated with ωB97M-V/def2-TZVPD.

Element x y z (Å)
C -2.672 -0.006 0.263
C -1.311 0.587 0.289
N -0.907 1.592 -0.307
H 0.229 1.580 -0.325
H -0.450 -0.173 0.625
H -3.085 -0.027 1.275
H -2.617 -1.034 -0.099
H -3.324 0.580 -0.382
C 1.339 -0.749 0.295
C 1.254 -1.681 -0.671
C 1.819 0.621 -0.022
C 2.642 1.514 -0.045
H 1.556 -1.058 1.312
H 1.128 -2.723 -0.437
H 1.155 -1.406 -1.710
H 3.244 2.384 -0.061

## Properties
Relative energy (zero: lowest compared OMol25 entry of this formula, charge and spin)   4.650 eV
DFT total energy   -288.61116 Eh
LUMO   0.022 Eh
SMILES string   [H]/N=C/C.C#CC=C
Gap between HOMO and LUMO   0.3355 hartree

Below is 11 unconnected molecules or ions with the total composition C26H68N6O22, with properties calculated with ωB97M-V/def2-TZVPD.

Element x y z (Å)
C 0.604 -5.212 -5.035
N 1.946 -5.116 -4.400
O 2.378 -6.019 -3.674
O 2.569 -4.134 -4.699
H 0.059 -5.928 -4.420
H 0.786 -5.546 -6.057
H 0.204 -4.199 -5.000
C -3.083 2.757 -6.776
N -1.976 3.735 -6.740
O -2.115 4.749 -7.352
O -1.016 3.486 -6.080
H -3.829 3.122 -7.482
H -3.437 2.620 -5.754
H -2.715 1.827 -7.209
C -3.363 4.172 -0.576
N -3.006 3.816 0.853
O -2.864 2.618 1.146
O -2.807 4.777 1.567
H -3.448 3.251 -1.152
H -2.650 4.804 -1.107
H -4.384 4.554 -0.558
C 3.096 3.095 -7.456
N 3.035 4.494 -7.958
O 2.716 4.653 -9.178
O 2.920 5.418 -7.148
H 3.250 3.156 -6.379
H 3.900 2.524 -7.921
H 2.112 2.627 -7.461
C -3.304 -2.746 -1.141
N -3.459 -3.452 -2.459
O -3.816 -2.778 -3.422
O -3.313 -4.685 -2.480
H -3.084 -1.715 -1.418
H -2.572 -3.271 -0.527
H -4.258 -2.743 -0.615
C 5.191 -0.912 2.022
N 6.226 0.005 1.537
O 7.406 -0.391 1.597
O 5.855 0.946 0.842
H 4.729 -0.289 2.788
H 5.654 -1.827 2.392
H 4.485 -1.223 1.251
C 0.254 0.161 -2.620
O 0.189 -1.175 -2.129
C 1.120 -1.559 -1.084
C 0.942 -0.709 0.193
O 1.549 0.590 0.104
C 1.322 1.528 1.145
H -0.518 0.287 -3.378
H 1.216 0.418 -3.064
H 0.033 0.881 -1.833
H 2.147 -1.497 -1.443
H 0.988 -2.621 -0.880
H 1.340 -1.234 1.061
H -0.121 -0.569 0.390
H 2.202 1.759 1.746
H 0.532 1.254 1.845
H 0.995 2.503 0.784
C 2.131 -1.469 -8.615
O 1.624 -0.710 -9.705
C 2.301 -1.017 -10.919
C 1.552 -0.460 -12.165
O 0.207 -0.830 -12.493
C -0.041 -2.235 -12.454
H 1.962 -2.537 -8.754
H 1.680 -1.258 -7.645
H 3.181 -1.268 -8.402
H 2.493 -2.080 -11.060
H 3.264 -0.515 -10.829
H 2.221 -0.550 -13.020
H 1.469 0.622 -12.063
H 0.718 -2.710 -13.075
H -1.010 -2.491 -12.881
H -0.047 -2.536 -11.406
C -2.734 -2.979 5.046
O -2.615 -3.747 6.224
C -2.515 -5.179 6.021
C -2.426 -5.931 7.325
O -3.604 -5.621 8.132
C -3.460 -6.284 9.374
H -3.581 -3.349 4.469
H -1.853 -2.819 4.424
H -3.148 -1.993 5.254
H -1.654 -5.246 5.356
H -3.381 -5.465 5.423
H -1.530 -5.607 7.854
H -2.298 -6.985 7.078
H -4.322 -6.281 10.041
H -2.563 -6.025 9.937
H -3.470 -7.348 9.138
C 2.780 -3.541 4.389
O 2.483 -2.152 4.801
C 2.533 -1.874 6.182
C 2.141 -0.408 6.446
O 3.128 0.456 5.969
C 2.961 1.811 6.286
H 3.062 -3.739 3.355
H 1.954 -4.227 4.576
H 3.656 -3.768 4.996
H 3.490 -2.148 6.625
H 1.852 -2.531 6.723
H 2.067 -0.361 7.532
H 1.182 -0.103 6.027
H 2.179 2.241 5.659
H 3.886 2.368 6.140
H 2.632 1.984 7.310
C -1.938 3.792 6.170
O -2.037 5.218 6.177
C -3.003 5.821 6.941
C -2.866 7.319 6.999
O -1.840 7.740 7.905
C -2.002 9.070 8.395
H -1.223 3.546 5.385
H -2.862 3.360 5.785
H -1.683 3.291 7.104
H -2.994 5.474 7.975
H -3.976 5.501 6.570
H -3.830 7.733 7.294
H -2.744 7.669 5.974
H -2.277 9.761 7.598
H -1.149 9.477 8.938
H -2.926 9.087 8.972

## Properties
Relative energy (zero: lowest compared OMol25 entry of this formula, charge and spin)   4.065 eV
DFT total energy   -3014.30992 Eh
LUMO   -0.007 Eh
SMILES string   C[N+](=O)[O-].C[N+](=O)[O-].C[N+](=O)[O-].C[N+](=O)[O-].C[N+](=O)[O-].C[N+](=O)[O-].COCCOC.COCCOC.COCCOC.COCCOC.COCCOC
Gap between HOMO and LUMO   0.3448 hartree

Below is a gas-phase ion, C4H8NO2 (charge -1), with properties calculated with ωB97M-V/def2-TZVPD.

Element x y z (Å)
C 0.898 1.250 0.377
C 0.135 -0.079 0.250
C -0.810 -0.227 1.482
N -0.581 -0.175 -1.001
C -0.105 -1.266 -1.931
O 0.755 -0.883 -2.764
O -0.625 -2.381 -1.796
H 1.801 1.241 -0.248
H 0.214 2.096 0.328
H 1.385 1.453 1.347
H 0.828 -0.912 0.340
H -0.880 0.649 2.132
H -0.644 -1.147 2.027
H -1.807 -0.281 1.017
H -0.564 0.662 -1.561

## Properties
Relative energy (zero: lowest compared OMol25 entry of this formula, charge and spin)   0.820 eV
DFT total energy   -362.49410 Eh
LUMO   0.143 Eh
SMILES string   CC(C)NC(=O)[O-]
Gap between HOMO and LUMO   0.2724 hartree
Total charge   -1

Below is a single C3H9N3 molecule, with properties calculated with ωB97M-V/def2-TZVPD.

Element x y z (Å)
C -0.983 1.185 -0.017
C 0.691 -0.580 -0.079
C 1.705 0.642 0.025
H -1.310 1.374 1.077
H -0.300 1.987 -0.286
H -1.931 1.347 -0.500
H -2.014 -1.646 -0.695
H -1.223 -1.629 0.838
H 1.747 1.175 -0.935
H 2.763 0.269 0.178
H 1.530 1.314 0.822
H 0.430 -2.461 -0.238
N -0.594 -0.167 -0.309
N -1.660 -1.046 0.118
N 1.149 -1.764 0.002

## Properties
Relative energy (zero: lowest compared OMol25 entry of this formula, charge and spin)   1.882 eV
DFT total energy   -283.91395 Eh
LUMO   0.034 Eh
SMILES string   [H]/N=C(/C)N(C)N
Gap between HOMO and LUMO   0.3614 hartree